114
Properties=species:S:1:pos:R:3:forces:R:3 method="wB97M-V/def2-TZVPD" e_homo_ha=-0.324 homo_lumo_gap_ha=0.3379 total_charge=0
C 0.23695 0.69013 -2.39750 -0.88 -1.30 0.06
C -1.16294 0.81743 -1.83222 -0.64 -0.06 0.02
O -1.33937 0.22423 -0.47522 0.43 -0.21 -0.73
C -0.85165 0.90594 0.55007 -1.20 -2.21 -0.49
O -0.52821 2.02992 0.52992 0.93 2.29 0.28
C -0.75752 0.01182 1.82830 0.02 -0.62 0.08
F -1.85853 -0.64499 2.20324 -0.60 0.42 -0.46
F 0.14496 -0.97556 1.61996 0.25 0.81 0.11
F -0.42002 0.79423 2.84899 0.52 -0.23 -0.02
H 0.99022 1.19650 -1.85363 0.67 0.53 0.76
H 0.21895 1.06589 -3.39458 -0.16 0.64 -0.84
H 0.49803 -0.35643 -2.53585 0.13 -0.16 0.49
H -1.87816 0.22610 -2.44840 0.50 0.50 0.51
H -1.46608 1.87836 -1.81420 -0.07 -0.49 0.25
C 2.05157 3.72092 1.88093 2.25 -0.10 -0.61
C 2.52803 3.23045 3.22430 -2.07 -0.87 -0.19
O 2.75971 1.79461 3.08147 -0.14 0.55 0.07
C 3.16797 1.15066 4.15149 -0.37 0.05 -0.30
O 3.25128 1.54605 5.28027 0.11 -0.22 -0.39
C 3.54273 -0.26963 3.65560 0.97 1.25 0.62
F 4.58968 -0.13563 2.78046 -0.79 -0.60 0.46
F 3.97868 -0.95482 4.71733 -0.40 -0.62 -0.74
F 2.51923 -0.84589 3.02837 0.55 -0.42 0.36
H 2.05969 4.79311 1.90212 -0.58 0.66 0.03
H 1.15556 3.27446 1.54559 -1.29 -0.15 0.13
H 2.77678 3.48251 1.08252 0.08 -0.06 0.50
H 1.68854 3.38348 3.95081 0.99 -0.19 -0.22
H 3.44600 3.63946 3.56244 0.70 0.66 0.31
C -2.89295 6.55313 6.75694 2.93 0.17 -0.16
C -3.89124 5.72911 6.05375 -0.80 0.51 -0.79
O -3.31139 4.58425 5.36548 -1.02 0.76 0.42
C -4.17019 3.89253 4.63322 -0.42 -1.21 -0.97
O -5.35042 4.03316 4.39407 1.78 0.36 0.68
C -3.38080 2.64730 4.06123 0.64 -0.27 -0.74
F -3.11334 2.70052 2.72637 -0.40 0.64 0.65
F -2.18344 2.51458 4.66121 -0.61 -0.16 -0.02
F -4.09708 1.53751 4.22651 0.01 0.10 0.43
H -2.57888 6.18723 7.73027 -0.26 -0.22 0.18
H -3.34669 7.53002 6.88740 0.27 0.25 0.05
H -1.89263 6.62413 6.18736 -1.69 0.22 0.51
H -4.33949 6.41405 5.30820 -0.16 -0.86 0.11
H -4.64202 5.41030 6.77594 -0.22 -0.32 -0.38
C -1.95184 2.49417 -5.11920 -0.82 0.00 0.54
O -1.30545 1.55493 -5.53158 0.59 -0.42 -0.39
N -1.52877 3.76601 -5.10213 -0.63 0.86 -0.37
C -2.29398 4.91291 -4.57960 -0.85 -1.66 1.53
C -0.26135 4.05073 -5.70273 1.33 0.09 0.44
H -2.95956 2.30349 -4.70806 0.01 0.46 0.10
H -3.07116 5.27899 -5.26298 0.27 -0.12 0.04
H -1.61377 5.72866 -4.31745 -0.15 -0.31 0.00
H -2.78920 4.50945 -3.62520 0.48 1.03 -1.27
H -0.18572 5.13752 -5.87281 -0.01 -0.63 -0.40
H 0.51874 3.79851 -4.96504 0.06 0.10 -0.30
H -0.06391 3.41135 -6.57557 -0.24 0.53 0.10
C -1.30868 -5.28091 2.19723 1.74 0.05 0.47
O -0.56532 -5.88600 1.44006 0.15 0.22 -0.10
N -0.94316 -4.32680 3.07427 -0.57 0.57 0.82
C -1.91608 -3.71992 4.02731 0.95 -0.86 -0.08
C 0.44948 -3.99137 3.18033 1.45 1.78 0.76
H -2.31840 -5.50232 2.29848 -2.32 -0.44 -0.13
H -1.80279 -2.65235 3.95710 0.00 0.47 0.15
H -1.68332 -4.06744 5.05453 -0.14 0.26 -0.46
H -2.95087 -3.95718 3.78585 0.21 -0.20 -0.25
H 0.69955 -2.94693 3.59692 -1.18 -1.23 -0.61
H 1.04312 -4.62543 3.87948 -0.49 -0.18 -0.74
H 0.85446 -3.96220 2.16577 0.26 -0.41 0.22
C 5.50224 1.58814 0.52164 -0.12 0.68 0.15
O 5.24524 2.75924 0.78670 0.20 -0.65 -0.20
N 5.08792 0.94127 -0.59352 1.61 -1.06 0.61
C 5.44708 -0.44137 -0.83362 1.26 0.50 0.28
C 4.50573 1.67150 -1.64770 -0.71 1.73 -0.08
H 6.11833 0.97118 1.19965 -0.23 -0.04 -0.16
H 4.53943 -0.97489 -0.97705 -0.62 -0.96 0.01
H 6.08513 -0.81039 -0.00925 -0.69 -0.01 -0.18
H 6.06594 -0.54768 -1.72891 -0.09 0.15 -0.14
H 3.78835 1.08407 -2.22774 0.02 0.12 0.26
H 4.06731 2.48223 -1.05875 -0.78 0.24 -0.82
H 5.20546 2.19858 -2.32812 0.08 -0.66 0.21
C 1.87585 -3.27963 -1.28841 -0.20 0.73 -0.36
O 2.25043 -2.20050 -1.73762 0.24 -0.23 0.65
N 2.38761 -3.92470 -0.20848 -0.59 -0.82 -0.50
C 2.29576 -5.38698 -0.10016 0.05 0.68 -1.27
C 3.40706 -3.34192 0.59968 -0.71 0.77 0.50
H 0.99229 -3.73559 -1.75875 0.20 -0.52 0.12
H 3.20045 -5.82679 -0.57076 -0.22 0.07 0.56
H 1.45970 -5.72196 -0.73656 0.05 -0.03 0.80
H 2.21556 -5.62369 0.95613 -0.27 -0.48 -0.15
H 4.36922 -3.67379 0.28747 1.05 -0.41 0.01
H 3.35935 -2.27497 0.43884 0.07 0.36 0.20
H 3.20593 -3.56736 1.66632 0.30 0.04 -0.53
C -0.94614 -2.71962 -4.69229 -0.12 0.42 0.98
O -0.48395 -2.83372 -3.55733 -0.51 -0.57 -0.61
N -0.36832 -1.95450 -5.62680 -0.71 -0.36 -0.57
C -1.06889 -1.58131 -6.83812 0.90 -1.08 -0.37
C 0.90752 -1.34473 -5.40229 1.32 0.44 0.05
H -1.92601 -3.17668 -5.01767 0.71 0.28 0.26
H -0.56862 -2.00723 -7.70616 0.28 0.03 -0.21
H -1.04757 -0.51869 -6.92802 -0.45 0.78 -0.04
H -2.04984 -2.01349 -6.86920 -0.68 0.13 0.29
H 1.00877 -1.09434 -4.33962 -0.05 0.10 -0.36
H 1.77986 -2.04285 -5.59942 -1.01 0.74 -0.17
H 0.94960 -0.42082 -6.04613 0.26 -0.96 0.78
C -4.19684 -2.82515 0.50061 0.59 -0.91 0.54
O -3.95708 -3.44383 1.52404 -0.32 0.42 0.36
N -3.70663 -3.20726 -0.68300 0.37 -0.10 -1.54
C -4.05688 -2.51017 -1.89260 0.49 1.29 -0.24
C -2.73617 -4.26064 -0.78193 1.80 -0.96 1.01
H -4.80149 -1.91762 0.45302 -0.24 0.19 0.08
H -4.49876 -1.55857 -1.57009 -0.07 -0.10 -0.35
H -4.78008 -3.02878 -2.51444 -0.08 -0.28 -0.05
H -3.16152 -2.25156 -2.51983 -0.62 -0.42 0.68
H -2.16594 -4.31891 0.15820 -0.49 0.12 -0.20
H -3.08590 -5.28829 -0.93130 -0.58 0.30 -0.11
H -1.92010 -4.10430 -1.50621 -0.76 0.53 -0.25